(1)
The following is a quantum chemistry calculation of 2 unconnected molecules or ions with the total composition C6H13NP, from OMol25.

Results
E_HOMO = -12.94 eV
Energy above the lowest of the compared OMol25 structures with the same formula, charge and spin = 300.72 kJ/mol
DFT total energy = -17200.4003 eV
Kohn-Sham gap = 9.18 eV
Largest force on an atom = 5.168 eV/Å
Net charge = +1

Each line ends with the Löwdin charge.
Element x y z (Å)
C (-3.4867, -0.2485, 0.7408)  -0.04
C (-2.5583, 0.4360, -0.0296)  -0.13
C (0.2946, -1.6773, 0.3618)  -0.16
C (0.2354, 0.3842, -1.7650)  -0.16
C (2.1590, 0.3997, 0.3591)  -0.18
C (-0.5542, 1.2185, 0.8305)  -0.11
N (-2.8370, -0.9777, -0.1142)  0.15
P (0.4156, 0.0524, -0.0245)  0.76
H (-4.2282, -0.6023, 1.5317)  0.16
H (-2.7388, 1.1297, -0.8536)  0.11
H (-0.7316, -1.9593, 0.1966)  0.03
H (0.6542, -1.9396, 1.3708)  0.09
H (1.0424, -2.1980, -0.1718)  0.06
H (1.2127, 0.2985, -2.1169)  0.03
H (0.2117, 1.4875, -1.9563)  0.10
H (-0.6214, -0.0023, -2.2409)  0.05
H (2.5218, 1.0644, -0.4230)  0.06
H (2.7671, -0.5031, 0.1212)  0.07
H (2.1886, 0.6757, 1.4315)  0.08
H (-0.6489, 1.1684, 1.8592)  0.03
H (-0.8755, 2.0747, 0.4244)  0.00

Atomic forces in eV per Å
-0.7 -3.1 0.8
2.0 1.2 0.1
-0.7 0.4 1.4
-0.2 2.6 1.0
-0.1 -1.1 -0.7
-2.4 -4.5 -1.0
-0.6 1.3 1.0
1.4 1.3 0.3
1.0 1.3 -1.1
0.3 0.0 0.3
-0.1 -0.8 -0.1
-0.7 0.7 0.1
0.4 -0.6 -1.5
1.4 -1.6 -1.5
-0.6 -0.5 0.8
-0.4 -1.1 -0.8
0.1 0.9 0.7
-0.5 0.3 0.7
0.6 0.2 -0.9
-0.1 -0.2 2.0
-0.3 3.3 -1.7

---

(2)
The following is a quantum chemistry calculation of a gas-phase ion, C6H13NPS (charge +1), from OMol25.

Results
E_HOMO = -12.74 eV
Energy above the lowest of the compared OMol25 structures with the same formula, charge and spin = 0.00 kJ/mol
DFT total energy = -28039.1649 eV
Kohn-Sham gap = 9.59 eV
Largest force on an atom = 4.237 eV/Å
Net charge = +1

Each line ends with the Löwdin charge.
Element x y z (Å)
S (3.2889, 1.5523, 1.2389)  0.34
P (1.7033, 0.8316, 0.5340)  0.32
C (0.3699, 1.8617, -0.0500)  -0.31
C (-0.7590, 1.1319, -0.8264)  -0.17
C (-1.4185, 0.0915, 0.0630)  -0.07
N (-0.4301, -0.9383, 0.7028)  -0.11
C (0.4932, -1.5783, -0.3917)  -0.07
C (1.7154, -0.5857, -0.6431)  -0.26
C (0.4297, -0.2533, 1.6659)  -0.17
H (0.9596, 2.4201, -0.7107)  0.07
H (0.2069, 2.4184, 0.8377)  0.09
H (-0.3919, 1.0035, -1.8121)  0.11
H (-1.4505, 1.9304, -0.8480)  0.11
H (-1.6685, 0.8043, 0.8750)  0.13
H (-2.3481, -0.3267, -0.2362)  0.13
H (-0.9916, -1.5250, 1.3245)  0.19
H (-0.0029, -1.4581, -1.3453)  0.11
H (0.7121, -2.6013, -0.2605)  0.11
H (2.6809, -1.1821, -0.6470)  0.11
H (1.7202, -0.1166, -1.7320)  0.13
H (-0.2268, 0.4863, 2.1207)  0.10
H (0.6813, -0.9542, 2.3934)  0.09

Atomic forces in eV per Å
0.4 0.4 0.1
-1.5 -3.7 1.4
1.1 -1.7 -0.5
1.0 0.8 1.9
1.3 1.3 1.3
-0.5 0.6 -1.7
-0.3 3.1 -1.2
1.1 -0.6 -1.8
0.5 3.0 -0.9
0.3 1.7 -1.3
-1.1 0.9 0.6
0.0 -1.0 -0.9
-1.4 0.6 -0.7
-0.2 -1.1 0.2
-0.3 -0.9 -0.7
0.0 -0.8 -1.0
-0.9 -0.6 0.1
0.4 -0.9 0.8
-1.0 0.9 0.5
-0.4 -1.1 2.1
0.3 0.0 0.5
1.3 -1.0 1.2

---

(3)
The following is a quantum chemistry calculation of a single C6H13NS molecule, from OMol25.

Results
E_HOMO = -8.49 eV
Energy above the lowest of the compared OMol25 structures with the same formula, charge and spin = 256.29 kJ/mol
DFT total energy = -18755.6207 eV
Kohn-Sham gap = 9.18 eV
Largest force on an atom = 3.745 eV/Å
Net charge = 0

Each line ends with the Löwdin charge.
Element x y z (Å)
C (2.7605, -0.5857, -2.7400)  0.01
C (1.7514, -0.7719, -1.9013)  -0.31
N (0.6581, 0.1688, -1.7127)  -0.08
C (1.1132, 0.6862, -0.4361)  -0.24
S (0.5425, -0.9101, 1.0197)  0.74
C (-0.3489, 0.2676, 2.0552)  -0.60
C (-1.6901, 0.7683, 1.4997)  -0.32
C (-2.6095, -0.3999, 1.1372)  -0.14
H (2.7747, 0.2007, -3.4944)  0.06
H (3.4580, -1.4123, -2.8501)  0.05
H (1.6253, -1.7869, -1.5170)  0.09
H (-0.2185, -0.3365, -1.6363)  0.10
H (0.3935, 1.4282, -0.0860)  0.04
H (2.0786, 1.1891, -0.4685)  0.09
H (-0.5215, -0.2825, 2.9863)  0.06
H (0.3162, 1.1130, 2.2691)  0.07
H (-1.5252, 1.3600, 0.5932)  0.09
H (-2.1076, 1.4300, 2.2721)  0.11
H (-2.0547, -1.0083, 0.4203)  0.03
H (-3.5151, -0.0387, 0.6454)  0.07
H (-2.8811, -1.0789, 1.9442)  0.07

Atomic forces in eV per Å
-0.4 -0.4 -0.5
-0.8 -1.1 -2.4
2.9 -0.2 0.9
-3.6 -0.3 0.9
1.5 2.2 -1.6
-0.2 0.1 0.2
0.1 -0.5 0.4
0.1 0.2 -0.5
0.2 0.2 0.6
0.1 0.3 0.0
0.0 0.4 0.7
0.1 0.2 0.3
0.1 -0.1 0.3
0.3 -1.0 0.2
0.0 0.2 0.0
-0.1 -0.2 0.1
-0.1 0.1 0.2
-0.1 -0.1 -0.3
-0.2 -0.1 -0.1
0.0 -0.1 0.1
0.0 0.3 0.3

---

(4)
The following is a quantum chemistry calculation of a single C6H13NS molecule, from OMol25.

Results
E_HOMO = -8.42 eV
Energy above the lowest of the compared OMol25 structures with the same formula, charge and spin = 115.21 kJ/mol
DFT total energy = -18757.0829 eV
Kohn-Sham gap = 9.33 eV
Largest force on an atom = 2.727 eV/Å
Net charge = 0

Each line ends with the Löwdin charge.
Element x y z (Å)
C (0.2720, 2.0209, 1.2547)  -0.10
C (-0.1835, 0.7557, 0.5303)  -0.77
S (-0.5718, 1.1724, -1.1890)  0.78
C (-1.4167, -0.0428, 1.1093)  -0.20
C (-0.6848, -1.3647, 0.9961)  -0.16
C (0.6087, -0.5919, 0.6704)  -0.28
C (1.5933, -1.1740, -0.4392)  -0.26
N (0.8021, -1.7666, -1.4828)  -0.05
H (0.4959, 1.7365, 2.2736)  0.07
H (1.2386, 2.3270, 0.7646)  0.10
H (-0.5161, 2.7401, 1.1882)  0.07
H (-0.7910, -0.0806, -1.5549)  -0.14
H (-2.3335, 0.1127, 0.5692)  0.08
H (-1.6283, 0.1676, 2.1669)  0.11
H (-1.0765, -1.9387, 0.1181)  0.11
H (-0.7673, -1.9639, 1.9200)  0.11
H (1.1943, -0.5005, 1.6083)  0.14
H (2.3735, -1.8408, 0.0159)  0.12
H (2.0891, -0.2930, -0.8398)  0.10
H (0.6369, -2.7499, -1.2616)  0.08
H (1.4854, -1.7276, -2.2937)  0.11

Atomic forces in eV per Å
1.5 -1.6 -1.1
-1.1 -1.2 -0.2
0.3 0.8 -0.2
0.1 1.2 1.1
-0.7 -0.7 -1.0
1.8 -0.7 0.9
-0.9 1.3 2.2
1.7 -0.6 -2.0
-0.1 0.2 0.4
-1.0 0.3 0.5
-0.2 0.8 0.1
-0.1 -0.4 -0.3
-0.4 -0.1 -0.3
0.2 0.3 -0.1
0.5 0.2 0.8
0.5 0.0 -0.6
-0.1 0.0 -0.3
-0.7 0.5 -0.2
0.3 0.0 -0.1
0.0 0.3 -0.3
-1.6 -0.6 0.8

---

(5)
The following is a quantum chemistry calculation of a molecular structure, C6H13NiO3, from OMol25.

Results
E_HOMO (spin up / spin down) = -4.56 / -6.48 eV
Energy above the lowest of the compared OMol25 structures with the same formula, charge and spin = 788.01 kJ/mol
DFT total energy = -53606.5281 eV
<S²> = 3.77
Spin multiplicity = 4
Kohn-Sham gap (spin up / spin down) = 4.50 / 6.22 eV
Largest force on an atom = 3.383 eV/Å
Net charge = 0

Each line ends with the Löwdin spin population.
Element x y z (Å)
C (-2.2140, -1.2100, 1.5871)  0.54
O (-1.6076, 0.1193, 1.7361)  0.10
C (-2.0125, 1.0041, 0.6892)  0.11
C (-1.6306, 0.2990, -0.6174)  0.65
O (-0.1838, 0.4492, -0.4695)  0.20
C (0.6827, 0.1149, -1.5293)  0.03
C (2.0814, 0.0475, -0.9762)  0.01
O (2.0445, -0.7968, 0.1706)  0.00
C (3.3308, -1.1276, 0.6764)  0.00
Ni (0.3945, -0.2926, 1.4124)  0.96
H (-2.7416, -0.5330, -0.4342)  0.23
H (-2.7654, -1.3331, 2.5381)  0.03
H (-1.5476, 1.9828, 0.8899)  0.00
H (-3.1015, 1.1554, 0.7456)  0.01
H (-1.6237, -0.4525, -1.4289)  0.10
H (0.6136, 0.8611, -2.3347)  0.00
H (0.3716, -0.8663, -1.9227)  0.01
H (2.4458, 1.0452, -0.6820)  0.00
H (2.7633, -0.3695, -1.7314)  0.00
H (3.1847, -1.6558, 1.6245)  0.00
H (3.8565, -1.7773, -0.0370)  0.00
H (3.9232, -0.2165, 0.8479)  0.00
H (-1.7362, -2.2120, 1.5580)  0.02

Atomic forces in eV per Å
-1.4 0.0 1.5
1.5 -1.2 0.8
-1.2 0.1 -0.7
-1.8 -0.6 -0.4
3.2 0.5 0.9
-0.6 -0.2 0.0
0.1 0.3 -0.2
-0.1 -0.2 0.6
0.2 0.0 0.0
-0.6 0.3 -1.0
-0.8 -0.4 1.0
-0.6 0.4 -0.6
0.3 -0.4 -0.2
0.4 -0.2 0.0
0.2 0.7 -0.9
0.1 -0.2 0.1
0.2 0.1 -0.1
-0.1 -0.2 0.0
-0.1 0.0 0.2
0.1 0.1 -0.3
-0.1 0.1 0.2
-0.1 -0.2 0.0
1.3 1.1 -0.9

---

Question: Look up the DFT total energy of the first one.
Answer: -17200.4003 eV